[1]
DFT (the ωB97M-V functional and the def2-TZVPD basis) results for a cluster of 3 separate species, C8H6NO4S in total in a non-equilibrium geometry.

Each line ends with the Mulliken spin population.
Geometry (Å):
C: -2.940 -0.754 0.199  0.0917
C: -1.974 -1.540 -0.342  -0.0487
C: -2.660 0.530 0.432  -0.0582
C: -0.691 -1.139 -0.610  0.1284
C: -1.355 0.979 0.251  0.1381
C: -0.336 0.214 -0.349  -0.0332
C: 3.129 -2.074 0.559  -0.0027
C: 0.950 0.800 -0.462  0.9471
N: 2.159 0.769 -0.885  -0.0347
O: 3.613 -1.438 1.404  0.0036
O: 2.872 -2.890 -0.188  0.0011
O: 2.916 1.693 -1.011  0.1404
O: 2.524 -0.503 -0.806  0.2107
S: 0.813 3.861 0.227  0.5356
H: -3.927 -1.332 0.524  0.0037
H: -2.174 -2.544 -0.603  -0.0009
H: -3.300 1.172 1.062  -0.0016
H: -0.063 -1.820 -1.234  0.0049
H: -1.122 2.092 0.470  -0.0099
H: 1.564 3.926 1.359  -0.0153

- Total charge: -1
- Lowest unoccupied orbital energy (spin up / spin down): 3.18 / 1.24 eV
- Multiplicity: 3
- Maximum force: 5.05 eV/A
- Energy above the lowest of the compared OMol25 structures with the same formula, charge and spin: 40.4 kcal per mole

[2]
DFT (the ωB97M-V functional and the def2-TZVPD basis) results for a structure of composition C8H6NO5Ru in a non-equilibrium geometry.

Each line ends with the Mulliken spin population.
Geometry (Å):
O: 1.190 -1.911 3.991  0.1599
C: 0.798 -1.194 3.177  0.3836
Ru: -0.182 -0.085 -1.157  3.5741
C: -0.715 1.598 -1.785  -0.0810
O: -1.053 2.649 -2.164  0.1604
C: -0.163 -0.958 -2.882  -0.1370
O: -0.196 -1.397 -3.961  0.2011
C: -1.750 -0.743 -0.243  -0.0176
O: -2.638 -1.243 0.324  0.1230
C: 1.638 0.192 -0.666  -0.0058
O: 2.748 0.258 -0.320  0.1304
H: 0.570 -0.793 2.065  0.3379
C: -0.862 3.458 3.753  0.0041
C: -0.037 3.304 2.458  -0.0175
C: -0.043 2.016 1.784  0.0680
N: -0.001 0.995 1.222  0.1062
H: -1.939 3.376 3.587  -0.0009
H: -0.675 4.457 4.166  -0.0002
H: -0.601 2.739 4.535  0.0026
H: -0.413 4.048 1.742  0.0097
H: 1.006 3.574 2.687  -0.0008

- Total charge: +2
- Lowest unoccupied orbital energy (spin up / spin down): -8.62 / -13.84 eV
- Multiplicity: 6
- Maximum force: 10.58 eV/A
- Energy above the lowest of the compared OMol25 structures with the same formula, charge and spin: 23.7 kcal per mole